18
Properties=species:S:1:pos:R:3:forces:R:3 method="wB97M-V/def2-TZVPD" smiles=N[C@@H](CO)CS.O total_charge=0 e_lumo_ev=0.5
N 1.2087 0.8615 0.3164 -1.44 0.69 1.17
C -0.0156 0.0243 0.3767 -1.15 -0.73 -0.31
C -0.9810 0.3670 -0.7528 -0.23 0.99 0.64
O -1.7406 1.5136 -0.2927 0.31 -0.05 0.28
C 0.2458 -1.4890 0.4213 1.08 0.58 0.07
S 0.6880 -2.0335 2.0904 0.53 -0.08 0.33
H 1.3810 1.0455 1.3105 0.85 -0.59 -0.05
H 0.7597 1.7795 0.1860 0.42 0.00 -0.84
H -0.6241 0.2577 1.2609 0.23 -0.05 0.12
H -0.4457 0.7305 -1.6336 -0.19 -0.93 -0.24
H -1.7187 -0.4390 -0.8494 0.49 -0.09 -0.64
H -2.1684 1.8972 -1.0565 -0.10 0.16 -0.23
H -0.6241 -2.0918 0.1700 -0.10 0.19 -0.10
H 1.0748 -1.7445 -0.2500 -0.30 -0.04 0.00
H 1.9354 -1.5003 2.1520 -0.43 -0.15 -0.12
O -0.1262 1.9629 -3.4275 0.79 0.86 -0.49
H 0.8349 1.9434 -3.5889 -0.42 -0.43 0.23
H -0.3066 2.8783 -3.6974 -0.36 -0.33 0.16